1.
ORCA calculation (wB97M-V/def2-TZVPD) on a molecular structure, C42H50FI2MoN10O4PSeSi in a non-equilibrium geometry.

The value obtained for the total energy is -6274.8952 hartree. Its spin multiplicity is 3. The calculation puts the LUMO energy (spin up / spin down) at -0.7 / -1.1 eV. The charge is 0.

Each line ends with the Mulliken charge.
Element x y z (Å)
Mo 0.26 1.08 -0.22  -1.032
I 0.86 -3.09 -3.35  -0.004
C 1.36 -1.12 -3.76  0.037
C 1.91 -0.76 -5.01  -0.165
C 2.24 0.54 -5.29  -0.234
I 3.01 1.00 -7.17  0.070
C 2.05 1.55 -4.31  1.179
C 2.33 2.93 -4.46  -0.967
C 2.06 3.79 -3.44  -1.637
C 1.56 3.29 -2.23  -0.378
N 1.32 2.02 -2.02  1.217
C 1.52 1.16 -3.07  -0.963
C 1.14 -0.17 -2.79  -0.263
O 0.58 -0.40 -1.64  -0.201
H 2.06 -1.52 -5.76  0.403
H 2.75 3.29 -5.40  0.246
H 2.23 4.85 -3.54  0.528
H 1.37 3.97 -1.40  0.577
C 1.15 -5.50 3.81  -1.352
C 1.25 -5.53 2.29  -0.286
C 2.39 -6.40 1.77  -1.057
C 3.74 -5.80 2.13  -1.260
C 3.82 -4.37 1.66  0.951
C 5.03 -3.80 1.34  -0.712
C 5.08 -2.48 0.88  -0.109
F 6.29 -1.97 0.56  -0.369
C 3.97 -1.72 0.74  -0.465
C 2.73 -2.27 1.08  1.033
C 1.52 -1.46 0.95  0.915
O 1.64 -0.23 0.66  -0.131
C 0.29 -2.11 1.17  -0.476
C 0.30 -3.42 1.58  -0.024
N 1.40 -4.15 1.77  0.197
C 2.65 -3.60 1.51  -0.651
C -1.06 -1.49 0.95  -0.302
O -2.04 -2.04 1.43  -0.824
O -1.10 -0.45 0.20  1.627
H 1.04 -6.52 4.19  0.408
H 0.28 -4.92 4.12  0.395
H 2.04 -5.05 4.26  0.342
H 0.32 -5.91 1.88  0.504
H 2.31 -6.47 0.68  0.366
H 2.28 -7.40 2.18  0.428
H 4.55 -6.38 1.70  0.474
H 3.88 -5.83 3.22  0.365
H 5.95 -4.37 1.42  0.518
H 4.01 -0.71 0.37  0.398
H -0.65 -3.91 1.76  0.651
N -1.08 2.47 -0.85  0.188
C -1.57 3.49 -1.13  1.077
C -2.17 4.67 -1.47  -0.096
C -2.03 5.16 -2.80  -0.117
N -1.89 5.53 -3.89  -0.561
C -2.88 5.38 -0.46  -0.114
N -3.45 5.92 0.39  -0.563
C 3.76 1.10 2.83  -0.884
Si 3.72 2.48 1.58  0.752
C 4.25 4.05 2.41  -1.237
C 4.80 2.14 0.10  -1.093
Se 1.60 2.97 0.95  -0.296
H 4.72 1.10 3.37  0.480
H 3.63 0.12 2.38  0.100
H 2.96 1.24 3.56  0.216
H 5.29 3.97 2.76  0.323
H 3.61 4.27 3.27  0.270
H 4.18 4.90 1.73  0.312
H 5.85 2.37 0.32  0.426
H 4.48 2.78 -0.73  0.234
H 4.76 1.11 -0.23  0.341
C -0.46 3.66 4.25  -0.750
C -1.12 2.30 4.40  -1.069
N -2.18 2.08 3.42  0.464
C -3.55 2.34 3.88  -0.794
C -4.18 1.12 4.54  -1.120
C -1.91 1.71 2.15  0.504
C -3.07 1.56 1.21  -0.738
N -0.69 1.47 1.76  1.077
H 0.24 3.83 5.08  0.398
H -1.21 4.46 4.27  0.334
H 0.10 3.74 3.32  0.020
H -1.59 2.22 5.38  0.477
H -0.39 1.49 4.34  0.449
H -4.15 2.70 3.06  0.358
H -3.49 3.17 4.60  0.476
H -4.20 0.28 3.85  0.265
H -5.20 1.34 4.85  0.404
H -3.61 0.82 5.42  0.341
H -3.84 0.93 1.66  0.552
H -2.75 1.09 0.30  -1.177
H -3.50 2.54 0.98  0.452
H 0.01 1.62 2.47  -0.406
C -5.36 -1.50 -2.79  -0.987
N -4.16 -2.31 -2.99  0.168
C -3.81 -2.27 -4.41  -0.917
N -3.65 -0.93 -4.95  0.099
C -4.87 -0.17 -4.69  -0.952
N -5.25 -0.13 -3.28  0.106
C -4.27 0.63 -2.49  -1.422
P -2.54 -0.07 -2.51  1.746
C -3.05 -1.82 -2.15  -1.274
C -2.48 -0.26 -4.37  -1.190
H -5.60 -1.49 -1.72  0.402
H -6.18 -1.99 -3.33  0.274
H -4.61 -2.77 -4.96  0.297
H -2.88 -2.83 -4.56  0.396
H -5.69 -0.65 -5.24  0.314
H -4.75 0.85 -5.05  0.420
H -4.62 0.66 -1.45  0.322
H -4.24 1.66 -2.85  0.476
H -3.33 -1.89 -1.10  0.439
H -2.18 -2.47 -2.29  0.243
H -1.59 -0.82 -4.64  0.351
H -2.38 0.74 -4.81  0.449

2.
ORCA calculation (wB97M-V/def2-TZVPD) on a molecular structure, C2H7N3 in a non-equilibrium geometry.

The value obtained for the total energy is -244.5296 hartree. The calculation puts the LUMO energy at 1.0 eV. The charge is 0.

Each line ends with the Mulliken charge.
Element x y z (Å)
C 0.08 -0.51 0.46  -0.068
N -1.12 0.01 0.79  -0.660
N 1.22 0.06 1.05  -0.505
C 0.35 -0.06 -1.48  -0.023
N -0.34 0.80 -1.96  -0.524
H 0.15 -1.59 0.30  0.331
H -1.43 0.94 -0.05  0.161
H -1.87 -0.65 0.56  0.302
H 1.82 -0.59 1.55  0.222
H 1.03 0.89 1.59  0.208
H -1.15 1.26 -1.00  0.200
H 1.26 -0.55 -1.81  0.355

For each record above, in turn, the calculated energy relative to the best compared isomer or geometry (same formula, charge and spin) values are 34.80, 382.59 kJ/mol.